*i*
{"formula": "C3H2OS3", "method": "ωB97M-V/def2-TZVPD", "orbital_gap_ev": 7.17, "homo_energy_ev": -9.1, "smiles": "O=C(C=S)C(=S)S", "elements": ["O", "C", "C", "S", "C", "S", "S", "H", "H"], "positions_angstrom": [[1.6000, 0.1238, -1.0888], [0.4699, -0.0373, -0.5528], [-0.6135, 0.0166, -1.5128], [-2.1303, 0.6724, -1.2578], [0.2142, -0.2390, 0.8901], [-0.8886, -1.4546, 1.2438], [1.1383, 0.7770, 1.8663], [-0.3395, -0.1481, -2.5385], [0.5494, 0.2891, 2.9505]], "mulliken_charge": [-0.4971, 0.4346, -0.3499, -0.0992, 0.2602, -0.1318, -0.1289, 0.3561, 0.1560]}

---

*ii*
{"formula": "C3H2OS3", "method": "ωB97M-V/def2-TZVPD", "orbital_gap_ev": 7.31, "homo_energy_ev": -9.0, "smiles": "O=C(C=S)C(=S)S", "elements": ["O", "C", "C", "S", "C", "S", "S", "H", "H"], "positions_angstrom": [[-1.1956, 1.4372, 0.1278], [-0.4091, 0.5763, -0.2308], [-0.2925, 0.2504, -1.6920], [-0.0502, -1.2358, -2.2242], [0.4418, -0.1576, 0.7503], [2.0442, -0.4775, 0.5218], [-0.4569, -0.4019, 2.1956], [-0.4923, 1.1940, -2.2866], [0.4107, -1.1852, 2.8382]], "mulliken_charge": [-0.4797, 0.4199, -0.2102, -0.1426, 0.2530, -0.1323, -0.1565, 0.2917, 0.1566]}

---

Which of them is least stable? Easy: *i*.

---

*i*
{"formula": "C2H3ClO2S", "method": "ωB97M-V/def2-TZVPD", "orbital_gap_ev": 8.36, "homo_energy_ev": -10.1, "elements": ["C", "C", "O", "O", "S", "Cl", "H", "H", "H"], "positions_angstrom": [[1.6197, -0.3678, 0.0480], [0.9117, 0.7380, -0.0455], [-1.5227, -1.4267, 0.1318], [-0.4627, 0.8204, -0.2970], [-1.8033, -0.1736, -0.4723], [-3.9219, 0.3168, 0.3703], [1.1933, -1.3479, -0.0560], [2.6754, -0.2942, 0.2381], [1.3104, 1.7351, 0.0826]], "mulliken_charge": [-0.6600, 0.1649, -0.3335, -0.3444, 0.7168, -0.3376, 0.2295, 0.2415, 0.3228]}

---

*ii*
{"formula": "C2H3ClO2S", "method": "ωB97M-V/def2-TZVPD", "orbital_gap_ev": 8.26, "homo_energy_ev": -8.5, "smiles": "C=S(=O)=C(O)Cl", "elements": ["C", "S", "O", "C", "O", "Cl", "H", "H", "H"], "positions_angstrom": [[-1.0726, -0.5594, 0.5575], [0.3023, -0.5171, 1.5071], [1.2895, -1.3749, 1.0528], [0.7690, 0.9584, -0.0729], [1.3171, 0.2774, -1.0338], [-0.4443, 2.0715, -0.6602], [-1.9267, -0.1467, 0.9958], [-1.2102, -1.0281, -0.4226], [0.9759, 0.3188, -1.9237]], "mulliken_charge": [-0.7168, 0.4146, -0.4577, 0.1097, -0.2740, -0.1546, 0.4030, 0.3576, 0.3183]}

---

Which of them is least stable? Easy: *ii*.

---

*i*
{"formula": "C5H12N2", "method": "ωB97M-V/def2-TZVPD", "orbital_gap_ev": 8.67, "homo_energy_ev": -7.7, "elements": ["C", "C", "C", "C", "N", "C", "N", "H", "H", "H", "H", "H", "H", "H", "H", "H", "H", "H", "H"], "positions_angstrom": [[-0.3562, -0.8227, -0.1375], [0.0329, 1.8851, -1.5868], [-1.5301, -0.9935, 0.7853], [0.7717, -1.8087, -0.0100], [0.5808, 0.6611, 1.6861], [0.8738, 1.3204, 0.6164], [0.3409, 0.9499, -0.5352], [1.2636, 0.1736, 2.2542], [-0.7059, -0.7917, -1.1637], [1.2314, 2.3535, 0.6992], [0.5543, 2.8377, -1.4377], [-1.0413, 2.1032, -1.6331], [0.3363, 1.4826, -2.5575], [-2.1543, -0.1015, 0.7950], [-1.2309, -1.2204, 1.8051], [-2.1317, -1.8363, 0.4236], [0.4531, -2.7620, -0.4477], [1.0749, -1.9593, 1.0231], [1.6367, -1.4711, -0.5788]], "mulliken_charge": [0.5886, -0.9664, -1.1948, -1.4187, -0.6111, -0.1148, -0.1611, 0.1875, 0.3033, 0.3838, 0.3436, 0.2871, 0.3042, 0.3243, 0.2773, 0.4285, 0.4065, 0.2759, 0.3564]}

---

*ii*
{"formula": "C5H12N2", "method": "ωB97M-V/def2-TZVPD", "orbital_gap_ev": 9.61, "homo_energy_ev": -8.5, "smiles": "NC[C@H]1CCCN1", "elements": ["N", "C", "C", "C", "C", "C", "N", "H", "H", "H", "H", "H", "H", "H", "H", "H", "H", "H", "H"], "positions_angstrom": [[-0.9245, -1.7205, 1.9584], [0.2331, -1.3003, 1.1751], [-0.1140, -0.4753, -0.0727], [-0.6884, 0.8990, 0.2536], [-0.2846, 1.7779, -0.9599], [0.9446, 1.0856, -1.5642], [1.0648, -0.2025, -0.8786], [-1.7080, -1.9191, 1.3428], [-1.2347, -0.9725, 2.5678], [0.9020, -0.7115, 1.7970], [0.7862, -2.1872, 0.8605], [-0.8908, -1.0752, -0.5878], [-1.7773, 0.8357, 0.2958], [-0.3342, 1.3487, 1.1783], [-0.0783, 2.8004, -0.6681], [-1.1043, 1.7992, -1.6865], [0.8361, 0.9551, -2.6418], [1.8293, 1.6995, -1.4326], [1.2954, -0.9667, -1.4968]], "mulliken_charge": [-0.5999, -0.9875, 0.4013, -0.6516, -0.5684, -0.5379, -0.4216, 0.2723, 0.2846, 0.4037, 0.2924, 0.1007, 0.2583, 0.3449, 0.3149, 0.2706, 0.2552, 0.2931, 0.2751]}

---

Which of them is least stable? Easy: *i*.

---

*i*
{"formula": "C4H6OS", "method": "ωB97M-V/def2-TZVPD", "orbital_gap_ev": 7.81, "homo_energy_ev": -8.7, "elements": ["C", "C", "C", "C", "H", "H", "H", "H", "H", "H", "O", "S"], "positions_angstrom": [[-0.4486, 0.7756, 1.2586], [-0.1887, 0.3349, -0.3019], [0.4824, -0.9293, -0.2876], [0.5813, -1.6152, -1.6691], [-0.8035, 2.8582, 1.1398], [0.7920, 1.0474, 1.8060], [-0.6192, -0.1977, 1.7792], [-0.2304, 1.1991, -0.9547], [0.5357, -1.6436, 0.6610], [0.6625, -2.7031, -1.6213], [-1.3995, 1.7928, 1.3523], [0.6360, -0.9192, -3.1624]], "mulliken_charge": [-0.4847, 0.0326, -0.1675, -0.3093, 0.3934, 0.1856, 0.3235, 0.3192, 0.1991, 0.2823, -0.5459, -0.2282]}

---

*ii*
{"formula": "C4H6OS", "method": "ωB97M-V/def2-TZVPD", "orbital_gap_ev": 8.50, "homo_energy_ev": -8.9, "smiles": "CC(=S)CC=O", "elements": ["C", "C", "S", "C", "C", "O", "H", "H", "H", "H", "H", "H"], "positions_angstrom": [[0.5782, -1.1727, 0.6087], [0.9085, 0.0733, -0.1196], [2.3101, 0.8152, -0.0180], [-0.2469, 0.5175, -0.9292], [-1.2232, 1.0044, 0.1000], [-2.0093, 0.3239, 0.6868], [-0.4855, -1.2380, 0.8697], [0.6497, -2.0144, -0.0551], [1.3066, -1.2629, 1.4064], [-0.6860, -0.4482, -1.1315], [-0.0340, 1.2783, -1.6759], [-1.0681, 2.1235, 0.2577]], "mulliken_charge": [-1.1640, 0.3597, -0.2828, -0.6094, 0.2099, -0.4743, 0.3306, 0.3411, 0.3479, 0.2713, 0.3709, 0.2991]}

---

Which of them is least stable? Easy: *i*.

---

*i*
{"formula": "C4H6OS", "method": "ωB97M-V/def2-TZVPD", "orbital_gap_ev": 9.73, "homo_energy_ev": -9.1, "elements": ["C", "C", "C", "C", "O", "S", "H", "H", "H", "H", "H", "H"], "positions_angstrom": [[0.6113, 0.4522, 0.1846], [-0.0316, -0.5636, -0.4224], [0.7301, 1.3190, 1.3278], [-0.9145, -1.6876, -0.4116], [0.1001, 1.3576, -2.5457], [0.9626, 0.4357, -1.6277], [0.0956, 2.2549, 1.2132], [1.7310, 1.7256, 1.5320], [0.2332, 0.7559, 2.1091], [-0.5893, -2.4600, -1.2518], [-2.0133, -1.3382, -0.6361], [-0.9153, -2.2515, 0.5286]], "mulliken_charge": [0.1202, 0.2665, -0.8915, -0.8015, -0.5874, 0.2273, 0.2750, 0.2959, 0.2954, 0.2530, 0.2528, 0.2944]}

---

*ii*
{"formula": "C4H6OS", "method": "ωB97M-V/def2-TZVPD", "orbital_gap_ev": 8.44, "homo_energy_ev": -8.9, "elements": ["C", "C", "C", "C", "H", "H", "H", "H", "H", "H", "O", "S"], "positions_angstrom": [[0.8872, -1.3902, -0.2395], [0.2860, -0.1506, 0.5523], [-0.3750, 1.6066, -0.1917], [-1.0141, 0.2656, 0.1530], [1.6579, -1.8602, 0.3741], [1.1726, -1.1523, -1.2429], [0.1141, -2.2187, -0.3496], [0.2701, -0.3653, 1.6396], [-0.8342, 2.4202, 0.3836], [-0.5070, 1.9156, -1.2516], [0.9370, 1.1255, 0.1285], [-2.5946, -0.1963, 0.0442]], "mulliken_charge": [-1.1627, 0.5563, -0.2838, -0.1407, 0.3020, 0.3319, 0.3035, 0.2661, 0.2677, 0.2486, -0.4145, -0.2743]}

---

*iii*
{"formula": "C4H6OS", "method": "ωB97M-V/def2-TZVPD", "orbital_gap_ev": 9.70, "homo_energy_ev": -8.9, "smiles": "C1O[C@H]2C[C@@H]2S1", "elements": ["C", "O", "C", "C", "C", "S", "H", "H", "H", "H", "H", "H"], "positions_angstrom": [[-0.1765, 0.3059, -1.7727], [-0.5089, -0.8337, -0.9591], [-0.5089, -0.3697, 0.4004], [0.0499, -0.6186, 1.7090], [0.7149, 0.4023, 0.5477], [0.4270, 1.8029, -0.6715], [0.5255, 0.0685, -2.6242], [-1.0349, 0.7067, -2.2656], [-1.4571, 0.0727, 0.4995], [-0.7310, -0.3943, 2.5671], [1.0611, -1.0602, 2.0685], [1.6388, -0.0825, 0.5010]], "mulliken_charge": [-0.3534, -0.4219, 0.2751, -0.5737, -0.3224, -0.1573, 0.2623, 0.2999, 0.2317, 0.2300, 0.2482, 0.2815]}

---

*iv*
{"formula": "C4H6OS", "method": "ωB97M-V/def2-TZVPD", "orbital_gap_ev": 9.34, "homo_energy_ev": -8.5, "smiles": "C=C1COCS1", "elements": ["C", "C", "C", "O", "C", "S", "H", "H", "H", "H", "H", "H"], "positions_angstrom": [[-2.0847, -0.2412, -0.1638], [-0.7582, -0.2781, -0.0621], [0.1595, 0.9734, 0.0322], [1.4258, 0.6799, -0.4738], [1.7750, -0.5817, 0.0271], [0.2950, -1.6921, -0.1607], [-2.6423, 0.6845, -0.1863], [-2.6963, -1.1258, -0.1967], [0.2125, 1.2348, 1.1063], [-0.3316, 1.8151, -0.5380], [2.6680, -0.9485, -0.4925], [1.9773, -0.5202, 1.1084]], "mulliken_charge": [-0.8788, 0.5377, -0.5673, -0.3429, -0.3111, -0.1521, 0.2544, 0.2634, 0.2905, 0.3075, 0.3104, 0.2882]}

---

Which of them is least stable? Easy: *iii*.

---

*i*
{"formula": "C4H6OS", "method": "ωB97M-V/def2-TZVPD", "orbital_gap_ev": 8.56, "homo_energy_ev": -9.0, "smiles": "CC(=O)CC=S", "elements": ["C", "C", "O", "C", "C", "S", "H", "H", "H", "H", "H", "H"], "positions_angstrom": [[1.8643, 1.2688, -0.1008], [1.5029, -0.1961, -0.1135], [2.2690, -1.1015, -0.3510], [0.2061, -0.5202, 0.6136], [-0.9955, 0.3741, 0.2997], [-2.4489, -0.0640, -0.2445], [1.9101, 1.6301, 0.9838], [2.8905, 1.5510, -0.6045], [0.9723, 1.6790, -0.6535], [0.4603, -0.2369, 1.6332], [0.0761, -1.7492, 0.7252], [-0.7467, 1.4016, 0.4419]], "mulliken_charge": [-1.0013, 0.6518, -0.5293, -0.2546, -0.3888, -0.2146, 0.2680, 0.2755, 0.3303, 0.2531, 0.3028, 0.3071]}

---

*ii*
{"formula": "C4H6OS", "method": "ωB97M-V/def2-TZVPD", "orbital_gap_ev": 8.60, "homo_energy_ev": -7.9, "smiles": "C[C@H]1OC=CS1", "elements": ["C", "C", "O", "C", "C", "S", "H", "H", "H", "H", "H", "H"], "positions_angstrom": [[-1.9160, -0.2177, 0.6112], [-0.7747, -0.1956, -0.3405], [-0.3771, 1.1435, -0.6806], [0.6071, 1.4025, 0.1850], [1.4162, 0.3135, 0.4694], [0.7569, -1.1482, -0.1417], [-1.7119, 0.4059, 1.7064], [-1.9443, -1.3865, 0.7547], [-2.8870, -0.0430, -0.2480], [-1.5018, -0.6824, -1.2150], [0.6828, 2.5515, 0.2219], [2.2736, 0.5619, 0.9416]], "mulliken_charge": [-0.7407, 0.0859, -0.3386, -0.3407, -0.3675, -0.1885, 0.2428, 0.2880, 0.2365, 0.2882, 0.3181, 0.5164]}

---

*iii*
{"formula": "C4H6OS", "method": "ωB97M-V/def2-TZVPD", "orbital_gap_ev": 9.47, "homo_energy_ev": -9.2, "elements": ["C", "C", "C", "C", "O", "S", "H", "H", "H", "H", "H", "H"], "positions_angstrom": [[-0.8791, 0.3339, -1.1535], [0.1525, -0.2931, 0.6381], [-0.6289, -0.4908, 1.6014], [1.5588, 0.1469, 0.5183], [-1.5491, 0.2157, -3.5397], [-0.7987, -0.5173, -2.5113], [-1.5946, 1.2006, -1.0753], [-1.6955, -0.3457, 1.4671], [-0.3837, -1.1296, 2.5062], [2.2481, -0.0728, 1.4217], [1.6350, 1.3102, 0.5039], [1.9352, -0.3580, -0.3768]], "mulliken_charge": [-0.3301, 0.2694, -0.5653, -0.8378, -0.5243, 0.3219, 0.3152, 0.2802, 0.2424, 0.3281, 0.2341, 0.2662]}

---

Which of them is least stable? Easy: *iii*.